# 1
Below is C3H8OS2 in the gas phase, with properties calculated with ωB97M-V/def2-TZVPD.

```
14
Properties=species:S:1:pos:R:3
C -1.0681 1.2010 -0.2797
C -0.0273 0.2917 0.2427
S -0.3975 -0.2446 2.0216
S 1.6059 1.1217 0.1592
C 0.0271 -0.9600 -0.7400
O 1.1199 -1.7340 -0.8326
H -1.0479 1.9893 0.5435
H -0.7432 1.5944 -1.2977
H -1.9316 0.5871 -0.4142
H -0.2151 -1.5765 1.7995
H 1.8725 1.1062 1.5097
H -0.6843 -1.6019 -0.2018
H -0.3865 -0.6417 -1.7285
H 1.8762 -1.1326 -0.7817
```

Values from the calculation:
- LUMO energy: 0.591 eV
- F_max: 3.4 eV/A
- SMILES string: CC(S)(S)CO
- E_HOMO: -9.48 eV
- Gap between HOMO and LUMO: 10.08 eV
- ΔE to the lowest compared entry with this formula, charge and spin: 1.019 eV

Results of the Mulliken charge analysis, in e, for atoms 1 through 2: atom 1 (C): -1.28, atom 2 (C): 0.64

# 2
Below is 2 unconnected molecules or ions with the total composition C3H8OSi, with properties calculated with ωB97M-V/def2-TZVPD.

```
13
Properties=species:S:1:pos:R:3
C -1.3324 -0.4187 -0.5583
Si -2.5748 0.6872 0.3032
H -1.3779 -0.6417 -1.6927
H -0.3413 0.0129 -0.4139
H -1.2315 -1.4674 -0.0297
H -2.5367 1.8416 -0.4215
H -3.9599 0.4771 0.7577
H -1.6047 0.9179 1.2783
C 3.0657 -0.8041 0.2608
C 2.8344 0.4298 -0.0296
O 2.8474 1.5870 -0.0607
H 3.7730 -1.3173 -0.3881
H 2.4387 -1.3042 0.9946
```

Values from the calculation:
- LUMO energy: 0.746 eV
- F_max: 3.8 eV/A
- SMILES string: C[SiH3].C=C=O
- E_HOMO: -9.42 eV
- Gap between HOMO and LUMO: 10.16 eV
- ΔE to the lowest compared entry with this formula, charge and spin: 2.956 eV

Results of the Mulliken charge analysis, in e, for atoms 1 through 2: atom 1 (C): -0.59, atom 2 (Si): 0.51

# 3
Below is 2 unconnected molecules or ions with the total composition C3H8S, with properties calculated with ωB97M-V/def2-TZVPD.

```
12
Properties=species:S:1:pos:R:3
C -1.5872 -1.3548 1.9366
C -1.4068 -0.0629 2.1693
C -0.2103 0.7462 1.8771
H -2.5647 -1.7877 2.1321
H -0.8517 -2.0935 1.6612
H -2.2393 0.4693 2.6197
H 0.7608 0.2634 1.7618
H -0.2377 1.4251 1.0196
H -0.0545 1.4775 2.6833
S 2.6686 0.3672 -6.6077
H 3.1072 -0.5719 -5.7164
H 2.6157 1.1221 -5.5366
```

Values from the calculation:
- LUMO energy: 0.964 eV
- F_max: 2.1 eV/A
- SMILES string: C=CC.S
- E_HOMO: -9.62 eV
- Gap between HOMO and LUMO: 10.58 eV
- ΔE to the lowest compared entry with this formula, charge and spin: 1.167 eV

Results of the Mulliken charge analysis, in e, for atoms 1 through 2: atom 1 (C): -0.75, atom 2 (C): 0.14

# 4
Below is C3H8S in the gas phase, with properties calculated with ωB97M-V/def2-TZVPD.

```
12
Properties=species:S:1:pos:R:3
C -1.7076 -0.5611 -0.1060
C -0.2317 -0.7576 -0.3482
S 0.7311 -0.3087 1.0568
C 1.6941 1.1024 0.4137
H -1.9528 -1.3327 0.6487
H -1.9065 0.4401 0.3519
H -2.4699 -0.7478 -0.8793
H 0.0202 -1.7858 -0.5303
H 0.0233 -0.2439 -1.3339
H 1.1198 1.9951 0.2447
H 2.1236 0.8050 -0.5387
H 2.5563 1.3951 1.0205
```

Values from the calculation:
- LUMO energy: 1.116 eV
- F_max: 3.0 eV/A
- SMILES string: CCSC
- E_HOMO: -8.51 eV
- Gap between HOMO and LUMO: 9.63 eV
- ΔE to the lowest compared entry with this formula, charge and spin: 0.465 eV

Results of the Mulliken charge analysis, in e, for atoms 1 through 2: atom 1 (C): -0.97, atom 2 (C): -0.41

# 5
Below is a molecular structure, C3H8S, with properties calculated with ωB97M-V/def2-TZVPD.

```
12
Properties=species:S:1:pos:R:3
C 0.9999 -0.2871 0.8160
C 0.4982 0.2725 -0.5164
C -1.0002 0.6626 -0.4475
S -2.0822 -0.6665 0.1138
H 1.1510 0.5093 1.5534
H 0.1991 -0.8730 1.2824
H 1.9114 -0.8822 0.7920
H 0.6014 -0.4977 -1.2879
H 1.0892 1.1413 -0.8227
H -1.2250 1.5232 0.1860
H -1.3485 0.8810 -1.4566
H -0.7944 -1.7834 -0.2124
```

Values from the calculation:
- LUMO energy: 0.373 eV
- F_max: 4.4 eV/A
- E_HOMO: -8.88 eV
- Gap between HOMO and LUMO: 9.25 eV
- ΔE to the lowest compared entry with this formula, charge and spin: 1.382 eV

Results of the Mulliken charge analysis, in e, for atoms 1 through 2: atom 1 (C): -0.95, atom 2 (C): -0.72

# 6
Below is 2 unconnected molecules or ions with the total composition C3H8S, with properties calculated with ωB97M-V/def2-TZVPD.

```
12
Properties=species:S:1:pos:R:3
S 2.7437 0.4418 -6.6031
H 3.4498 0.0576 -5.6493
H 2.2126 1.4636 -5.8567
C -0.1687 0.6996 1.8653
C -1.4664 -0.1115 2.1947
C -1.5793 -1.4542 2.0184
H 0.6637 -0.0286 1.6886
H -0.4289 1.1685 0.9333
H -0.0202 1.4417 2.6046
H -2.1566 0.4056 2.8147
H -2.3703 -2.0295 2.4084
H -0.8794 -2.0545 1.5812
```

Values from the calculation:
- LUMO energy (alpha / beta): -5.408 / -11.035 eV
- Total charge: +1
- Spin multiplicity: 2
- F_max: 3.7 eV/A
- E_HOMO (alpha / beta): -11.05 / -11.05 eV
- Gap between HOMO and LUMO (alpha / beta): 5.64 / 0.01 eV
- ΔE to the lowest compared entry with this formula, charge and spin: 3.264 eV

Results of the Mulliken charge analysis, in e, for atoms 1 through 2: atom 1 (S): 0.33, atom 2 (H): 0.32

# 7
Below is C3H8S2 in the gas phase, with properties calculated with ωB97M-V/def2-TZVPD.

```
13
Properties=species:S:1:pos:R:3
C -1.4617 1.0451 0.4742
C -0.5177 0.4701 -0.5916
C 0.7858 -0.1443 -0.0508
S 1.3438 -0.9391 -1.4567
S 2.7558 -2.2955 0.1085
H -0.8806 1.9337 0.7560
H -2.5053 1.1811 0.1541
H -1.4801 0.4456 1.4386
H -0.2698 1.1399 -1.4061
H -1.0884 -0.3299 -1.0874
H 0.4725 -0.5280 0.9259
H 1.3209 0.7139 0.3162
H 1.5246 -2.6922 0.4190
```

Values from the calculation:
- LUMO energy: -1.238 eV
- F_max: 4.7 eV/A
- SMILES string: CCCSS
- E_HOMO: -9.13 eV
- Gap between HOMO and LUMO: 7.89 eV
- ΔE to the lowest compared entry with this formula, charge and spin: 2.211 eV

Results of the Mulliken charge analysis, in e, for atoms 1 through 2: atom 1 (C): -1.14, atom 2 (C): -0.74

# 8
Below is 2 unconnected molecules or ions with the total composition C3H8S2, with properties calculated with ωB97M-V/def2-TZVPD.

```
13
Properties=species:S:1:pos:R:3
C 0.3505 1.1618 -1.3598
C -0.0576 1.2209 -0.0757
C 0.8240 0.8335 1.1180
H -0.2062 1.7244 -2.1362
H 1.0600 0.2689 -1.5851
H -0.9765 1.6720 0.1440
H 1.3675 1.7064 1.5308
H 1.6392 0.1396 0.9206
H 0.2341 0.4073 1.9295
S -2.2006 -2.4003 -0.3341
S -0.1472 -2.9110 -0.2200
H -1.8227 -1.2799 -0.9468
H -0.0645 -2.5436 1.0150
```

Values from the calculation:
- LUMO energy: 0.171 eV
- F_max: 2.6 eV/A
- SMILES string: C=CC.SS
- E_HOMO: -9.46 eV
- Gap between HOMO and LUMO: 9.63 eV
- ΔE to the lowest compared entry with this formula, charge and spin: 1.719 eV

Results of the Mulliken charge analysis, in e, for atoms 1 through 2: atom 1 (C): -0.59, atom 2 (C): -0.08